Here is a molecular structure, C26H20N5O6Pd from OMol25. Energies are from the ωB97M-V functional and the def2-TZVPD basis.

Calculated values
frontier orbital gap (alpha / beta) = 9.38 / 4.93 eV
ΔE to the lowest compared entry with this formula, charge and spin = 0.4179 eV
net charge = +1
calculated total energy = -1855.59810 Ha
HOMO (alpha / beta) = -11.6 / -11.9 eV
multiplicity = 5

Last column: Löwdin charge in e.
CARTESIAN COORDINATES (ANGSTROEM)
Pd (1.54, 1.09, 0.70)  1.100
O (5.68, -1.05, -5.69)  0.197
C (5.35, -0.01, -6.09)  -0.432
O (5.02, 1.03, -6.47)  0.209
C (3.79, 0.42, -3.48)  0.101
C (3.95, -0.62, -2.60)  -0.043
C (3.36, -0.43, -1.36)  -0.101
N (2.69, 0.69, -1.06)  -0.003
C (2.58, 1.68, -1.96)  -0.170
C (3.12, 1.59, -3.23)  0.021
C (1.84, 2.93, -1.51)  -0.586
O (1.69, 3.84, -2.29)  0.098
O (1.44, 2.92, -0.27)  -0.141
H (4.50, -1.52, -2.84)  0.114
H (3.42, -1.18, -0.59)  0.119
H (3.00, 2.41, -3.92)  0.132
C (4.31, 4.44, 4.01)  0.011
N (3.91, 3.15, 3.45)  -0.114
C (4.11, 1.91, 4.01)  -0.043
C (3.53, 1.01, 3.17)  -0.111
N (2.99, 1.69, 2.10)  -0.067
C (3.22, 2.98, 2.31)  -0.133
H (4.88, 4.25, 4.92)  0.095
H (3.44, 5.03, 4.25)  0.100
H (4.94, 4.97, 3.30)  0.100
H (4.65, 1.79, 4.93)  0.126
H (3.48, -0.06, 3.25)  0.109
H (2.92, 3.78, 1.66)  0.141
O (0.11, -0.03, 2.28)  0.015
C (-0.66, -0.37, 1.40)  -0.538
N (-1.82, -1.04, 1.53)  0.160
C (-2.53, -1.23, 0.28)  -0.184
C (-1.39, -0.44, -0.69)  -0.333
O (-1.62, -0.36, -1.88)  0.208
N (-0.40, -0.06, 0.06)  0.145
C (-2.58, -2.66, -0.17)  -0.130
C (-2.83, -3.01, -1.50)  -0.002
C (-3.00, -4.33, -1.85)  -0.042
C (-2.91, -5.33, -0.89)  -0.046
C (-2.65, -4.99, 0.43)  -0.052
C (-2.47, -3.67, 0.79)  -0.005
C (-3.84, -0.48, 0.22)  -0.133
C (-4.61, -0.43, 1.39)  -0.016
C (-5.86, 0.16, 1.38)  -0.054
C (-6.36, 0.72, 0.21)  -0.056
C (-5.61, 0.68, -0.95)  -0.046
C (-4.35, 0.09, -0.94)  -0.011
H (-2.21, -1.23, 2.43)  0.156
H (-2.89, -2.24, -2.26)  0.115
H (-3.20, -4.59, -2.88)  0.116
H (-3.03, -6.37, -1.17)  0.116
H (-2.58, -5.77, 1.19)  0.115
H (-2.26, -3.43, 1.82)  0.114
H (-4.26, -0.88, 2.31)  0.111
H (-6.45, 0.17, 2.29)  0.114
H (-7.34, 1.19, 0.21)  0.114
H (-5.98, 1.12, -1.86)  0.116
H (-3.77, 0.09, -1.86)  0.108

---

Here is a molecular structure, C15H14InN5O2S3Te from OMol25. Energies are from the ωB97M-V functional and the def2-TZVPD basis.

Calculated values
frontier orbital gap = 6.20 eV
ΔE to the lowest compared entry with this formula, charge and spin = 0.0126 eV
net charge = -2
calculated total energy = -2657.12856 Ha
HOMO = -2.3 eV

Last column: Löwdin charge in e.
CARTESIAN COORDINATES (ANGSTROEM)
In (-0.44, 0.90, 0.31)  0.249
N (1.90, 0.74, 2.19)  -0.026
N (2.16, 2.11, 2.31)  -0.029
C (1.08, 3.02, 2.27)  -0.751
O (1.26, 4.10, 2.85)  -0.019
O (0.03, 2.68, 1.62)  -0.218
H (1.82, 0.29, 3.10)  0.055
H (2.63, 0.30, 1.64)  0.076
H (2.83, 2.39, 3.01)  0.113
S (-1.93, 2.20, -1.29)  0.601
C (-2.23, 0.70, -2.11)  -1.126
S (-1.66, -0.76, -1.42)  0.608
C (-2.93, 0.69, -3.31)  -0.417
C (-3.49, 1.86, -3.90)  -0.293
N (-3.98, 2.78, -4.40)  0.108
C (-3.16, -0.50, -4.05)  -0.295
N (-3.37, -1.42, -4.71)  0.108
C (1.33, -1.99, -0.28)  -0.078
C (1.99, -0.76, -0.81)  -0.412
C (3.24, -0.62, -1.39)  -0.102
C (3.38, 0.75, -1.74)  -0.099
C (2.22, 1.39, -1.35)  -0.379
C (1.86, 2.84, -1.41)  -0.049
N (1.37, 0.46, -0.79)  -0.041
H (2.07, -2.72, 0.05)  0.070
H (0.69, -2.46, -1.03)  0.052
H (0.70, -1.74, 0.58)  0.040
H (3.96, -1.40, -1.57)  0.076
H (4.24, 1.22, -2.21)  0.076
H (2.55, 3.38, -2.06)  0.070
H (1.89, 3.29, -0.41)  0.065
H (0.85, 2.96, -1.80)  0.039
Te (-1.41, 0.18, 2.82)  0.879
C (-2.11, -1.80, 2.69)  -1.017
C (-2.55, -2.53, 1.62)  -0.266
C (-2.93, -3.86, 1.94)  -0.218
C (-2.79, -4.15, 3.26)  -0.469
S (-2.16, -2.79, 4.12)  0.855
H (-2.61, -2.11, 0.62)  0.028
H (-3.30, -4.57, 1.21)  0.093
H (-3.01, -5.06, 3.79)  0.042

---

Here is a single C21H32N4S molecule at a distorted geometry from OMol25. Energies are from the ωB97M-V functional and the def2-TZVPD basis.

Calculated values
frontier orbital gap = 7.55 eV
ΔE to the lowest compared entry with this formula, charge and spin = 19.8413 eV
SMILES = Cc1cc2nc(CCN(C(=S)NCC(C)C)C3CCCC3)[nH]c2cc1C
calculated total energy = -1435.94458 Ha
HOMO = -7.2 eV

Last column: Löwdin charge in e.
CARTESIAN COORDINATES (ANGSTROEM)
C (-1.13, 1.28, -5.75)  -0.071
C (-0.64, 1.73, -4.53)  -0.186
C (-0.38, 0.71, -3.60)  0.086
C (0.15, 1.18, -2.24)  -0.100
N (0.58, 0.37, -1.12)  0.103
C (0.68, 1.31, -0.16)  -0.269
C (1.14, 1.07, 1.37)  -0.055
C (1.74, -0.46, 1.25)  -0.082
N (0.94, -1.27, 2.28)  -0.098
C (0.03, -2.06, 1.71)  -0.899
S (-0.78, -3.18, 2.55)  0.725
N (-0.53, -1.80, 0.61)  -0.009
C (-1.66, -2.38, -0.03)  -0.422
C (-2.85, -1.97, -0.01)  -0.463
C (-4.05, -2.48, -0.55)  -0.040
C (-2.87, -0.20, -0.41)  0.053
C (1.33, -1.40, 3.68)  -0.308
C (1.55, -0.36, 4.54)  -0.232
C (2.76, -0.45, 5.38)  -0.145
C (3.83, -1.40, 4.56)  -0.151
C (2.89, -2.17, 3.46)  -0.045
N (0.85, 2.67, -0.66)  0.123
C (0.44, 2.56, -1.99)  -0.199
C (-0.04, 3.54, -2.79)  -0.015
C (-0.48, 3.18, -3.94)  -0.160
C (-0.78, 3.94, -5.22)  -0.060
H (-0.61, 1.66, -6.47)  0.041
H (-1.97, 1.57, -5.97)  0.001
H (-1.11, 0.12, -5.71)  0.157
H (-0.42, -0.17, -3.68)  -0.013
H (1.95, 1.93, 1.61)  0.143
H (0.28, 1.11, 1.96)  0.067
H (2.79, -0.35, 1.79)  0.123
H (1.92, -0.84, 0.17)  0.142
H (-0.12, -1.06, -0.09)  0.123
H (-1.31, -2.43, -1.20)  0.184
H (-1.78, -3.53, 0.18)  0.141
H (-2.87, -1.61, 1.24)  0.205
H (-4.83, -1.90, -0.25)  0.074
H (-4.15, -3.61, -0.13)  0.166
H (-3.92, -2.52, -1.43)  -0.031
H (-2.72, -0.38, -1.54)  0.106
H (-3.70, 0.13, -0.27)  -0.062
H (-2.12, 0.31, 0.03)  0.006
H (0.71, -2.22, 4.03)  0.052
H (0.71, -0.11, 5.06)  0.102
H (1.95, 0.52, 3.74)  0.175
H (3.11, 0.28, 6.04)  0.080
H (2.45, -1.41, 6.06)  0.152
H (4.62, -1.90, 5.09)  0.085
H (4.37, -0.82, 3.87)  0.044
H (2.79, -3.12, 4.02)  0.095
H (3.33, -2.26, 2.52)  0.062
H (0.80, 3.60, -0.08)  0.206
H (0.01, 4.36, -2.63)  -0.004
H (-0.66, 4.95, -4.81)  0.068
H (-0.18, 3.95, -6.08)  0.060
H (-2.03, 3.78, -5.46)  0.169

---

Here is 4 unconnected molecules or ions with the total composition C3H11NO3 from OMol25. Energies are from the ωB97M-V functional and the def2-TZVPD basis.

Calculated values
frontier orbital gap = 9.81 eV
ΔE to the lowest compared entry with this formula, charge and spin = 2.8051 eV
SMILES = C=CN=C.O.O.O
calculated total energy = -401.30997 Ha
HOMO = -9.1 eV

Last column: Löwdin charge in e.
CARTESIAN COORDINATES (ANGSTROEM)
C (-1.94, 0.76, 0.01)  0.009
C (-1.48, 0.14, 1.09)  -0.242
N (-0.49, 0.79, 1.86)  -0.026
C (0.47, 0.13, 2.33)  -0.043
H (-1.58, 1.75, -0.24)  0.041
H (-2.84, 0.41, -0.49)  0.053
H (-1.88, -0.78, 1.49)  0.105
H (1.15, 0.53, 3.09)  0.069
H (0.67, -0.92, 2.08)  0.063
O (0.27, 3.03, -2.44)  -0.060
H (-0.30, 3.62, -2.95)  0.035
H (-0.20, 2.74, -1.66)  0.007
O (1.46, -3.24, 0.79)  -0.068
H (1.06, -2.46, 0.39)  -0.004
H (0.90, -3.98, 0.56)  0.036
O (1.29, -0.98, -1.72)  -0.060
H (1.40, -1.10, -2.67)  0.042
H (2.04, -0.42, -1.49)  0.041